1.
ORCA calculation (ωB97M-V/def2-TZVPD) on 6 unconnected molecules or ions with the total composition C50H82F5IN3O11S5.

Geometry (Å):
H  -9.45538  -4.06499  -4.76294
H  6.50019  5.04412  -3.02741
H  -5.64232  -9.60175  2.52099
H  -1.67235  0.93254  0.71771
H  -8.00549  -1.37926  -4.85701
F  -3.16747  -5.43216  -2.47248
C  -0.75630  0.90855  0.10411
H  2.48466  -5.03500  3.54877
H  1.29388  8.90165  -6.30044
H  0.39110  3.23470  5.72136
H  3.75546  8.17732  -3.47167
H  3.97939  4.68105  -4.43140
H  1.11281  -2.71670  -2.97142
C  2.20076  9.50270  -6.19923
F  -2.31994  -3.89974  -3.73881
H  4.09980  3.74970  -5.92179
C  1.58431  -5.61615  3.74494
S  5.58901  2.87677  -2.75571
C  -1.07184  0.61703  -1.38755
C  4.46770  1.12901  0.09571
C  -1.50767  -1.87886  0.23071
N  0.27125  -0.03761  0.71221
C  2.65307  2.49971  1.06421
H  -3.03237  -0.64121  1.15391
H  2.35686  -0.57305  0.38230
C  -4.67387  -9.40732  2.06475
O  -8.89130  -3.43764  -1.21762
C  3.15418  8.18964  -4.37892
O  6.37172  1.68217  -2.54724
C  -2.54640  -7.82606  2.36243
S  -8.17907  -2.70728  -2.23253
H  -3.08209  -6.82719  0.51599
C  1.54206  -8.26468  3.43309
C  3.82753  1.52178  1.19205
O  -7.04549  -1.86932  -1.92354
C  1.45519  -0.27399  -0.17980
H  -6.62593  -3.68206  -3.73614
H  -1.51077  -8.13452  2.31558
C  1.20633  -1.90039  -2.26580
H  -1.23899  5.53452  0.45028
H  1.30372  4.04894  7.02716
H  6.16683  5.25069  -5.39127
C  1.14243  -1.99351  4.61238
H  0.75092  2.12065  3.96409
H  2.82085  2.45694  5.93520
C  2.59330  3.41317  5.41995
C  2.60578  9.57038  -4.72230
H  -5.14777  -8.39639  0.19752
C  -0.55809  5.39890  1.31266
H  0.55452  7.27148  1.05087
H  -3.16401  0.99426  -1.48240
H  1.63888  0.01425  5.17009
H  1.76405  9.83596  -4.08343
C  1.08138  -0.44482  4.33253
C  -3.91715  -1.89667  -0.32705
C  -4.66812  -8.18485  1.15355
H  -9.66556  -1.70095  -5.36514
H  3.40153  4.11870  5.67673
H  -8.00871  -3.69327  -5.69175
C  -2.40273  -3.40214  -1.46154
C  1.34760  -1.32501  -1.23785
H  -0.35809  -3.34913  -0.85095
C  -2.28783  0.49455  -1.91406
C  1.28928  2.21843  1.76438
H  4.13487  1.45315  -0.89633
H  7.62553  3.78380  -3.59585
H  0.71677  -4.95954  3.76809
H  1.12819  -2.10743  5.70938
H  4.23606  1.13353  2.13513
C  1.70888  -0.04337  2.93793
H  0.53631  -8.58731  3.70762
H  3.38396  10.32543  -4.58705
O  2.53642  -6.72205  1.55009
H  2.35214  7.45347  -4.30863
O  3.92011  6.37763  -6.14010
H  0.68555  3.72015  3.33378
C  2.65625  3.11759  3.87566
O  -4.14541  -8.31812  4.40007
N  0.94978  5.26036  5.32520
C  0.80770  0.74681  1.95149
C  4.52957  3.88397  -4.93132
H  0.60526  6.57984  2.69818
H  2.46318  2.57116  -0.02861
H  2.24893  -8.50976  5.47397
H  2.58206  0.55329  3.25249
H  6.52870  3.55251  -5.67170
H  -2.62335  -6.85852  2.85595
H  2.19244  -0.93956  2.50625
O  5.50500  8.24769  -5.55597
H  -7.86320  -4.85777  -3.21929
H  0.72608  -6.58833  5.47532
H  -1.12069  4.84292  2.08345
H  5.38094  0.52512  0.12106
H  0.06635  5.57323  5.71638
O  4.86821  3.51597  -1.67670
C  1.22829  3.92577  5.92395
C  6.01591  4.24602  -5.00046
C  -8.89132  -1.98662  -4.65403
F  0.46795  -2.32083  1.35396
C  -2.20840  -4.50455  -2.51683
C  -0.40713  -1.29272  1.13556
H  1.98442  10.49079  -6.60399
C  -0.04803  6.76981  1.82313
S  -3.47333  -9.01553  3.33105
H  -4.56919  -3.31314  -1.86590
C  -9.34873  -1.77638  -3.21478
H  -2.70262  -8.53226  0.33072
H  1.70983  5.87238  5.60957
I  1.26540  5.14646  -1.08026
C  4.45384  2.60076  -4.10834
H  -9.33723  -0.73240  -2.90804
H  -0.22815  0.60365  -2.09449
H  0.03696  -0.09930  4.41171
C  2.31929  -7.79352  4.65644
H  0.46801  2.39124  -0.89854
H  -4.89969  -1.46997  -0.09567
C  1.71408  -6.43568  5.03450
O  0.03680  -6.72407  1.91476
C  -7.68761  -3.83424  -3.54386
H  3.37570  -7.67092  4.40479
H  3.09317  3.48743  1.29645
H  4.81763  1.74426  -4.67709
F  -0.97786  -5.02501  -2.43596
C  -2.84259  -1.41808  0.40217
H  -2.44319  -0.11741  -2.81389
C  -0.26167  2.39862  -0.05194
C  3.35120  8.83420  -6.96071
C  6.58842  4.11220  -3.58453
H  0.25586  -2.50244  4.20047
S  1.38886  -6.80224  2.41768
H  -0.90552  7.36222  2.17679
C  -8.53794  -3.47216  -4.76527
H  3.01714  4.05661  3.40625
H  -10.33637  -2.20663  -3.04876
H  1.45685  4.82342  1.56171
O  -1.37831  3.10325  -0.57700
H  3.45701  2.39700  -3.71942
C  1.27686  2.78931  3.25591
C  0.65871  4.47193  0.88740
H  3.45087  2.37293  3.72250
S  4.17053  7.75521  -5.78488
H  -5.20942  -7.36214  1.62861
H  -1.97042  3.23649  0.18312
H  -4.32265  -10.29447  1.53708
H  -0.12479  0.96254  2.51482
H  1.75326  0.65868  -0.68638
H  4.08000  9.56491  -7.30832
O  -2.65127  -10.17556  3.57602
C  -3.70655  -2.92896  -1.31788
H  2.07494  -2.38733  4.17003
C  -3.19328  -7.80242  0.97973
C  -1.34201  -2.90081  -0.69838
F  -1.07112  -1.17510  2.33416
H  2.04756  -9.04919  2.87398
H  2.99173  8.24187  -7.79935
N  0.26814  3.09261  1.08130
H  2.32334  -5.91292  5.77161

Cartesian forces (eV/Å) of the 6 atoms listed first:
0.0 0.0 0.0
-0.1 -0.1 0.1
0.1 0.0 0.1
0.6 -0.4 -0.1
0.0 0.0 0.0
0.6 -0.2 0.1

E_LUMO ... -2.1 eV
HOMO-LUMO gap ... 9.17 eV
Calculated total energy ... -156024.2416 eV
Charge ... +1
Multiplicity ... 1

Atom charges from the Löwdin analysis, given in e for atoms 1 to 6: atom 1 (H): 0.120, atom 2 (H): 0.107, atom 3 (H): 0.108, atom 4 (H): 0.162, atom 5 (H): 0.119, atom 6 (F): 0.159

2.
ORCA calculation (ωB97M-V/def2-TZVPD) on a molecular structure, C47H34F12FeN3O5Te.

Geometry (Å):
H  6.28326  -3.61502  -3.57361
C  4.28034  -3.53204  -2.80001
C  2.92133  3.37681  -1.04693
C  -4.37173  -1.05479  2.47064
H  -0.09428  5.80014  2.55944
H  0.19013  6.17784  0.84277
H  -6.23680  -1.27280  3.53804
C  -0.61231  -0.20655  2.53420
H  1.17684  4.90750  -2.04104
C  -2.05738  -0.12118  1.97643
C  -1.46111  3.52926  1.71097
F  0.86099  0.50188  4.31864
H  -5.47406  -2.79411  3.07066
H  -2.97727  5.55804  -1.69874
H  -2.78692  -1.61795  0.54462
C  3.48332  -5.31592  3.13181
C  6.09809  -2.21160  -1.95780
C  -2.19895  -0.70113  0.55066
C  3.05207  -3.03555  1.56593
H  1.67459  -4.25937  0.47227
C  -1.25703  -4.99816  -4.03219
C  3.90284  -1.99468  -0.97303
Fe  0.38960  0.16467  -0.46870
H  2.05239  -6.26727  1.84782
H  -1.97715  4.76410  3.41242
C  -0.42099  0.53628  3.90099
C  -3.11069  -0.77860  2.84084
C  0.51467  -3.85418  -5.17895
C  -0.48413  5.68339  1.54178
H  -4.81507  -1.86878  4.42392
C  -0.90353  5.19446  -1.94382
H  1.23807  -2.06666  -4.20897
H  -2.84109  -0.99854  3.86251
C  -2.65010  1.32117  1.54078
C  -1.23970  -4.03789  -3.03642
C  -2.18720  3.86958  2.84180
O  1.88473  1.32306  -0.71111
C  0.25067  4.40276  -1.79891
F  1.97480  3.09748  -3.84035
C  -0.34103  -2.96977  -3.10035
H  7.14144  -1.91803  -1.98771
C  -2.59550  3.68211  -0.90881
H  5.61771  -0.88644  -0.33695
C  -2.19721  4.81432  -1.54076
C  2.59876  -5.35611  2.06297
H  -0.24234  7.23738  -1.72594
N  -2.76496  1.36664  -0.91045
F  1.05333  1.20145  -3.40181
H  -1.47470  6.14866  1.47840
C  3.43147  -2.94785  -1.87133
H  -0.02717  6.57925  -3.34832
C  2.00225  2.03800  -2.98257
C  -5.02230  -0.69320  1.20417
H  -3.63175  3.62117  -0.60947
C  -3.59132  1.90981  2.53775
C  0.54362  -2.89675  -4.17874
H  -1.95469  -5.82615  -3.97443
C  -3.32267  3.07982  3.16137
H  -4.00504  3.44034  3.92498
C  2.38853  -4.22515  1.28687
C  -4.53767  0.08966  0.22717
C  -0.30490  -1.92336  -2.06630
F  4.03378  2.67762  -0.77155
O  -0.57681  2.16248  -1.18414
Te  2.56882  -1.19020  0.52252
H  -5.14410  0.30205  -0.64728
H  -1.91659  -4.08328  -2.19390
F  2.61128  4.07569  0.06036
C  -1.76721  2.37922  0.99679
C  -0.31963  -1.72274  2.86125
H  -6.03495  -1.07418  1.09427
H  4.85872  -4.09569  4.23896
C  -0.69625  6.58739  -2.48458
F  -1.13913  -2.31658  3.77296
O  0.35289  0.28148  1.69861
H  3.62917  -6.19080  3.75474
N  -1.10295  -0.88639  -0.31444
H  -0.42010  -5.65193  -5.90173
F  0.91911  -1.86464  3.37122
H  3.89208  -4.27024  -3.49246
C  -1.86825  2.40447  -0.52345
F  3.19476  1.44026  -3.17391
F  3.29452  4.29737  -1.98298
C  3.95424  -3.01306  2.62392
N  -1.28726  -1.88117  -1.18523
C  5.24316  -1.63099  -1.02992
F  -0.74881  1.82886  3.82259
H  1.19218  -3.78072  -6.02191
C  5.61869  -3.16455  -2.84497
O  -0.52389  4.34053  1.14184
H  2.38340  -3.22323  -1.85125
C  0.38503  3.10273  -1.42780
F  -1.15446  0.02437  4.93683
C  1.76608  2.42839  -1.48151
O  0.67649  -1.09346  -2.05157
F  -0.39277  -2.49598  1.76861
H  -4.49898  1.37752  2.77678
C  -3.15218  0.62502  0.19623
H  -1.64133  7.04213  -2.78464
C  -0.38748  -4.90864  -5.11355
C  4.16939  -4.14044  3.40329
H  4.46885  -2.08685  2.85250
C  -5.27462  -1.78323  3.43937

Cartesian forces (eV/Å) of the 6 atoms listed first:
0.0 0.0 0.0
0.0 0.0 0.0
0.3 0.2 0.2
0.3 -0.2 0.2
0.0 0.0 0.0
0.0 0.0 0.0

E_LUMO (spin up / spin down) ... 4.1 / 4.0 eV
HOMO-LUMO gap (spin up / spin down) ... 5.18 / 5.40 eV
Calculated total energy ... -138285.1841 eV
Charge ... -2
Multiplicity ... 6

Atom charges from the Löwdin analysis, given in e for atoms 1 to 6: atom 1 (H): 0.087, atom 2 (C): -0.095, atom 3 (C): -0.518, atom 4 (C): -0.286, atom 5 (H): 0.087, atom 6 (H): 0.086

3.
ORCA calculation (ωB97M-V/def2-TZVPD) on 2 unconnected molecules or ions with the total composition C4H10N2.

Geometry (Å):
H  -3.29433  -0.76438  0.10676
H  1.99231  -1.40071  0.55930
H  2.31400  0.33191  -0.09645
N  -2.61529  0.01026  0.25862
C  0.10855  1.38405  -0.26040
H  0.45785  -2.06816  -1.13206
H  1.94956  -0.00967  1.65525
C  1.72272  -0.33303  0.64168
H  -0.90562  1.62443  -0.64126
C  0.26493  -0.11124  0.08789
H  0.49658  2.09163  0.48699
H  -2.67627  0.16745  1.23083
C  -0.05236  -1.22607  -0.91269
H  -0.85362  -0.96464  -1.65570
N  -0.59578  -1.17261  0.43221
H  0.85196  1.51403  -1.14004

Cartesian forces (eV/Å) of the 6 atoms listed first:
0.6 0.3 0.1
0.1 0.6 -0.1
-0.3 -1.4 1.3
0.0 -1.1 -1.8
0.3 -0.4 -2.0
2.1 -2.4 -0.6

E_LUMO (spin up / spin down) ... -0.1 / 0.0 eV
HOMO-LUMO gap (spin up / spin down) ... 9.21 / 9.25 eV
Calculated total energy ... -7285.0949 eV
Multiplicity ... 1

Atom charges from the natural (NBO) analysis, given in e for atoms 1 to 6: atom 1 (H): 0.313, atom 2 (H): 0.211, atom 3 (H): 0.211, atom 4 (N): -0.654, atom 5 (C): -0.619, atom 6 (H): 0.202

4.
ORCA calculation (ωB97M-V/def2-TZVPD) on a single C5H6O3 molecule.

Geometry (Å):
O  -3.17131  -1.06840  0.34432
C  -0.67277  1.50817  0.04576
H  -2.35545  -0.75450  -1.67042
O  0.55898  0.88379  0.37784
C  0.40833  -0.48347  0.42460
H  2.79671  -0.42993  -1.03669
O  1.49119  -1.07952  0.21922
H  -3.10763  -0.64230  1.19781
H  2.61311  0.57894  0.44235
H  3.62427  -1.04416  0.41833
H  -0.81667  2.61524  0.03110
C  -2.37200  -0.39964  -0.56307
C  -1.70816  0.73429  -0.23715
C  2.71140  -0.41855  0.00600

Cartesian forces (eV/Å) of the 6 atoms listed first:
0.5 -0.2 -1.8
-1.8 -0.7 -0.1
-0.4 0.3 2.4
-0.3 0.4 -0.6
-2.0 0.9 0.8
0.6 0.6 -1.6

E_LUMO ... 0.8 eV
HOMO-LUMO gap ... 9.06 eV
Calculated total energy ... -11419.0216 eV
Multiplicity ... 1

Atom charges from the natural (NBO) analysis, given in e for atoms 1 to 6: atom 1 (O): -0.670, atom 2 (C): 0.054, atom 3 (H): 0.212, atom 4 (O): -0.568, atom 5 (C): 0.447, atom 6 (H): 0.193

5.
ORCA calculation (ωB97M-V/def2-TZVPD) on 4 unconnected molecules or ions with the total composition C5H14O3.

Geometry (Å):
H  0.96338  -1.37450  -0.67897
O  1.07978  3.71381  -1.63898
C  -0.91447  -1.69839  0.30554
H  -0.26017  -0.87815  4.23478
H  1.90789  0.54967  -0.16747
H  -1.12757  -2.04676  3.13900
H  0.16847  3.43018  -1.76220
H  3.17591  1.16685  -0.93546
H  -1.54501  0.51895  -3.79748
C  0.15020  -2.03458  -0.40510
H  -0.20073  0.13080  -3.25237
H  -2.09796  0.04839  0.84833
C  -1.05604  -0.30739  0.87422
O  2.47874  0.49904  -0.94935
C  -0.66888  -1.07524  3.25313
H  -1.63198  -2.49907  0.48939
C  -0.60199  -0.18101  2.28884
H  1.34928  3.29990  -0.81520
O  -0.94537  0.72532  -3.06744
H  -0.55615  0.36927  0.18089
H  0.37035  -3.05372  -0.71251
H  -0.03769  0.69663  2.56841

Cartesian forces (eV/Å) of the 6 atoms listed first:
-0.2 0.4 0.1
0.0 0.1 0.1
0.3 -0.2 -0.2
0.0 0.1 0.0
0.6 0.3 -0.2
-0.1 -0.1 -0.1

E_LUMO ... 0.5 eV
SMILES string ... C=CCC=C.O.O.O
HOMO-LUMO gap ... 10.09 eV
Calculated total energy ... -11552.7507 eV
Multiplicity ... 1

Atom charges from the natural (NBO) analysis, given in e for atoms 1 to 6: atom 1 (H): 0.192, atom 2 (O): -0.936, atom 3 (C): -0.172, atom 4 (H): 0.199, atom 5 (H): 0.475, atom 6 (H): 0.189

6.
ORCA calculation (ωB97M-V/def2-TZVPD) on 4 unconnected molecules or ions with the total composition CH12NO3.

Geometry (Å):
H  0.15983  -1.00977  0.26308
O  -0.53085  -2.18515  1.64943
C  1.65681  0.32381  0.16569
H  1.98267  1.13224  -0.49282
O  -0.10141  -0.12104  -2.97337
H  -0.40910  0.51238  0.50241
H  -0.48223  2.88528  1.39998
H  -0.38046  -1.01356  -3.20866
H  -0.02278  -0.00106  -1.07262
H  0.49482  0.14429  -3.68131
N  0.23965  -0.04358  -0.07166
H  -1.92815  2.36974  1.26031
H  1.75914  0.54743  1.21699
O  -1.00843  2.08351  1.30126
H  -0.28050  -2.41113  2.55060
H  -1.26466  -2.78667  1.45702
H  2.28137  -0.51141  -0.14938

Cartesian forces (eV/Å) of the 6 atoms listed first:
-0.5 0.0 0.0
-0.3 -0.2 -0.1
0.4 0.1 -0.8
-0.4 0.2 0.4
0.0 -0.2 0.2
0.1 0.4 -0.2

E_LUMO ... -2.9 eV
HOMO-LUMO gap ... 13.00 eV
Calculated total energy ... -8858.8419 eV
Charge ... +1
Multiplicity ... 1

Atom charges from the natural (NBO) analysis, given in e for atoms 1 to 6: atom 1 (H): 0.456, atom 2 (O): -0.977, atom 3 (C): -0.424, atom 4 (H): 0.230, atom 5 (O): -0.967, atom 6 (H): 0.466